[1]
A 10-piece molecular cluster, C6H33NO9S overall at a distorted geometry. Source: the OMol25 dataset; level of theory: ωB97M-V/def2-TZVPD.

Properties
- Energy relative to the best compared isomer or geometry (same formula, charge and spin): 104.5 kcal/mol
- LUMO energy: 0.08 eV
- SMILES string: CN(C)CCCCS.O.O.O.O.O.O.O.O.O

ORCA input file:
```
! wB97M-V def2-TZVPD RIJCOSX def2/J DEFGRID3
* xyz 0 1
C -0.815 1.706 0.715
N -0.633 1.513 -0.749
C -0.491 2.915 -1.309
C 0.664 0.826 -0.976
C 0.740 0.071 -2.296
C 0.570 -1.445 -2.173
C 1.487 -2.082 -1.097
S 2.998 -3.057 -1.958
H -1.661 2.299 0.864
H 0.103 2.042 1.199
H -1.194 0.793 1.221
H -0.497 2.661 -2.360
H -1.382 3.492 -1.021
H 0.427 3.332 -0.939
H 0.971 0.316 -0.080
H 1.528 1.557 -1.116
H 1.685 0.333 -2.755
H -0.054 0.482 -2.943
H 0.856 -1.896 -3.165
H -0.474 -1.689 -2.032
H 2.039 -1.472 -0.345
H 0.864 -2.741 -0.502
H 3.807 -2.017 -2.324
O -3.435 -0.152 -2.171
H -2.862 -0.874 -2.528
H -2.739 0.403 -1.805
O 3.777 1.254 -0.564
H 4.566 1.750 -0.419
H 3.552 1.010 0.354
O -3.173 -1.869 0.068
H -3.935 -1.348 0.364
H -2.750 -1.679 -0.752
O 0.384 -3.852 1.888
H 0.136 -3.385 1.081
H -0.504 -3.926 2.280
O -1.883 -2.922 1.879
H -1.776 -2.164 1.225
H -2.819 -3.129 1.981
O 0.330 -0.491 2.850
H -0.446 -0.598 2.286
H 0.384 -1.430 3.088
O -4.052 0.771 0.607
H -4.067 0.589 -0.374
H -3.773 1.668 0.725
O 3.055 0.917 2.079
H 2.903 0.412 2.852
H 2.463 0.779 1.318
O 1.684 3.711 2.262
H 2.182 2.926 2.429
H 1.262 3.688 3.138
*
```

[2]
C32H40I2O9PS as an isolated structure at a distorted geometry. Source: the OMol25 dataset; level of theory: ωB97M-V/def2-TZVPD.

Properties
- LUMO energy: -3.65 eV

ORCA input file:
```
! wB97M-V def2-TZVPD RIJCOSX def2/J DEFGRID3
* xyz 1 1
C 4.815 -1.595 1.075
O 5.455 -0.348 1.013
C 4.636 0.730 1.431
C 4.952 1.979 0.603
C 3.678 2.751 0.207
C 2.994 3.336 1.470
C 1.504 2.987 1.644
C 1.238 1.564 2.213
C 0.778 0.653 1.077
C 0.673 -0.835 1.448
C 0.618 -1.736 0.182
P -0.230 -1.019 -1.250
C 0.263 -2.025 -2.703
S 1.825 -1.299 -3.238
O 1.525 -0.045 -3.814
O 2.663 -1.240 -2.085
C -1.999 -1.174 -0.971
I -2.608 -3.182 -0.628
C -2.833 -0.167 -0.960
C -4.289 -0.293 -0.676
I -2.211 1.834 -1.326
H 3.799 -1.583 0.650
H 4.739 -1.989 2.093
H 5.393 -2.278 0.470
H 4.748 0.916 2.502
H 3.595 0.463 1.219
H 5.517 1.639 -0.263
H 5.561 2.684 1.169
H 4.019 3.551 -0.445
H 3.029 2.109 -0.390
H 3.064 4.420 1.393
H 3.519 3.045 2.379
H 0.982 3.738 2.231
H 1.057 3.027 0.646
H 0.382 1.684 2.875
H 2.100 1.183 2.749
H -0.222 0.977 0.789
H 1.460 0.745 0.229
H 1.467 -1.173 2.105
H -0.275 -0.973 1.966
H 1.604 -2.104 -0.087
H 0.034 -2.618 0.448
H 0.140 0.290 -1.560
H -0.425 -1.887 -3.536
H 0.341 -3.085 -2.470
H 2.399 -2.116 -4.165
H -4.536 0.507 0.020
H -4.543 -1.222 -0.182
H -4.874 -0.146 -1.577
C -10.015 0.407 -2.095
C -9.147 0.066 -1.146
C -8.080 -0.930 -1.402
O -7.287 -1.242 -0.533
C -8.014 -1.534 -2.755
C -8.881 -1.195 -3.705
C -9.951 -0.196 -3.451
O -10.737 0.115 -4.316
H -10.801 1.132 -1.928
H -9.177 0.495 -0.152
H -7.227 -2.260 -2.920
H -8.850 -1.625 -4.698
C -5.558 4.718 0.782
C -4.256 4.533 0.976
C -3.659 4.598 2.332
O -2.469 4.426 2.501
C -4.570 4.878 3.468
C -5.874 5.065 3.277
C -6.472 4.999 1.919
O -7.658 5.164 1.743
H -6.012 4.675 -0.200
H -3.572 4.327 0.162
H -4.116 4.920 4.449
H -6.556 5.271 4.092
C 9.802 -4.653 -0.115
C 8.904 -4.103 0.699
C 7.485 -4.531 0.679
O 6.665 -4.027 1.421
C 7.103 -5.595 -0.281
C 7.999 -6.145 -1.095
C 9.421 -5.718 -1.076
O 10.237 -6.220 -1.816
H 10.842 -4.354 -0.116
H 9.162 -3.326 1.407
H 6.062 -5.894 -0.278
H 7.740 -6.923 -1.802
*
```

[3]
C49H50N10OS8Zr as an isolated structure. Source: the OMol25 dataset; level of theory: ωB97M-V/def2-TZVPD.

Properties
- Energy relative to the best compared isomer or geometry (same formula, charge and spin): 8.3 kcal/mol
- LUMO energy: -4.28 eV

ORCA input file:
```
! wB97M-V def2-TZVPD RIJCOSX def2/J DEFGRID3
* xyz 2 1
Zr 0.281 0.122 -0.027
S 0.720 3.676 -1.077
S 2.767 3.177 -0.836
S 2.948 1.244 -1.437
S 2.852 -0.016 0.207
N -0.804 -0.548 1.657
S -1.925 -0.811 2.547
N -2.746 -2.201 2.298
S -3.904 -2.340 1.274
N -3.883 -1.646 -0.106
S -2.600 -1.544 -1.136
N -1.640 -0.472 -0.906
C -3.533 -1.347 -2.628
C -4.693 -2.070 -2.892
C -5.351 -1.861 -4.090
C -4.867 -0.922 -4.996
C -3.737 -0.180 -4.701
C -3.055 -0.386 -3.506
C -1.901 -3.185 -1.179
C -0.922 -3.459 -0.233
C -0.357 -4.723 -0.182
C -0.765 -5.703 -1.075
C -1.749 -5.420 -2.014
C -2.326 -4.161 -2.071
C -4.112 -4.091 1.144
C -3.217 -4.978 1.716
C -3.445 -6.338 1.549
C -4.543 -6.782 0.830
C -5.433 -5.875 0.264
C -5.222 -4.517 0.418
C -5.424 -1.764 1.972
C -6.226 -0.850 1.312
C -7.399 -0.440 1.935
C -7.744 -0.942 3.179
C -6.922 -1.859 3.826
C -5.750 -2.277 3.224
C -1.418 -1.051 4.222
C -1.900 -2.065 5.033
C -1.399 -2.178 6.323
C -0.441 -1.286 6.780
C 0.034 -0.276 5.952
C -0.447 -0.157 4.660
C -3.169 0.461 2.605
C -3.926 0.668 3.753
C -4.929 1.623 3.726
C -5.174 2.347 2.564
C -4.418 2.120 1.424
C -3.404 1.172 1.437
H -5.077 -2.778 -2.170
H -6.247 -2.422 -4.317
H -5.391 -0.757 -5.928
H -3.389 0.577 -5.391
H -2.217 0.233 -3.216
H -0.619 -2.714 0.495
H 0.409 -4.931 0.553
H -0.316 -6.685 -1.043
H -2.063 -6.181 -2.715
H -3.074 -3.952 -2.824
H -2.364 -4.617 2.271
H -2.760 -7.050 1.988
H -4.715 -7.843 0.714
H -6.293 -6.228 -0.286
H -5.918 -3.803 -0.001
H -5.940 -0.467 0.344
H -8.044 0.272 1.439
H -8.664 -0.622 3.649
H -7.201 -2.250 4.794
H -5.107 -2.996 3.714
H -2.640 -2.760 4.665
H -1.755 -2.968 6.969
H -0.054 -1.383 7.784
H 0.792 0.407 6.310
H -0.059 0.595 3.984
H -3.732 0.105 4.656
H -5.518 1.806 4.614
H -5.957 3.092 2.552
H -4.611 2.683 0.521
H -2.815 0.977 0.547
N -0.773 1.946 -2.364
C -0.010 2.039 -1.349
H -0.910 2.839 -2.847
N 1.193 -1.640 -3.971
C 0.585 -0.894 -3.034
N 0.888 -1.275 -1.809
C 1.783 -2.339 -1.958
C 2.442 -3.116 -1.007
C 3.251 -4.131 -1.473
C 3.416 -4.379 -2.847
C 2.779 -3.609 -3.797
C 1.965 -2.589 -3.316
H 1.104 -1.506 -4.964
H -0.067 -0.064 -3.263
H 2.346 -2.926 0.054
H 3.782 -4.748 -0.762
H 4.066 -5.181 -3.166
H 2.911 -3.787 -4.855
N 4.081 -3.089 3.828
C 3.273 -2.147 3.329
N 3.701 -0.870 3.415
S 1.771 -2.519 2.669
H 4.972 -2.879 4.247
H 3.768 -4.043 3.808
H 4.669 -0.663 3.603
H 3.190 -0.203 2.861
C 0.715 5.026 2.894
N 0.211 3.761 2.361
C -1.197 3.649 2.008
C 1.032 2.762 2.073
C 2.456 2.844 2.543
O 0.602 1.716 1.524
H -0.134 5.673 3.091
H 1.367 5.521 2.175
H 1.254 4.871 3.828
H -1.755 4.397 2.564
H -1.559 2.659 2.279
H -1.346 3.804 0.938
H 2.476 2.818 3.635
H 2.934 3.768 2.227
H 3.010 2.011 2.124
*
```

[4]
The molecule C4H8S2 at a distorted geometry. Source: the OMol25 dataset; level of theory: ωB97M-V/def2-TZVPD.

Properties
- Energy relative to the best compared isomer or geometry (same formula, charge and spin): 37.4 kcal/mol
- LUMO energy: -0.14 eV
- SMILES string: C[C@H](C=S)CS

ORCA input file:
```
! wB97M-V def2-TZVPD RIJCOSX def2/J DEFGRID3
* xyz 0 1
C -0.334 2.017 -0.220
C 0.068 0.586 0.278
C 1.643 0.488 0.305
S 2.561 -0.745 -0.117
C -0.705 -0.650 -0.197
S -2.612 -0.503 -0.014
H -0.056 2.309 -1.190
H -1.416 2.172 -0.200
H 0.258 2.704 0.302
H -0.091 0.557 1.430
H 1.988 1.434 0.726
H -0.490 -1.548 0.399
H -0.611 -0.806 -1.285
H -2.785 -1.504 0.908
*
```

[5]
A 3-piece molecular cluster, C3H10NO4 overall at a distorted geometry. Source: the OMol25 dataset; level of theory: ωB97M-V/def2-TZVPD.

Properties
- Energy relative to the best compared isomer or geometry (same formula, charge and spin): 59.9 kcal/mol
- LUMO energy: 3.79 eV

ORCA input file:
```
! wB97M-V def2-TZVPD RIJCOSX def2/J DEFGRID3
* xyz -1 1
O 2.016 -2.332 -1.088
C 1.779 -1.464 -0.272
C 0.630 -1.367 0.654
N 0.587 0.003 1.182
C 0.130 0.937 0.104
O -1.132 0.701 -0.356
H 2.567 -0.709 -0.111
H 0.810 -2.218 1.319
H -0.346 -1.551 0.185
H -0.048 0.028 1.964
H 0.873 0.832 -0.711
H 0.260 1.919 0.597
H -2.183 0.312 2.235
H -2.232 0.498 0.745
O -2.874 0.412 1.558
H -0.709 0.864 -2.164
H 0.132 1.985 -2.819
O -0.260 1.151 -3.022
*
```